# C17H30N2

A single C17H30N2 molecule (ωB97M-V with the def2-TZVPD basis set, the OMol25 dataset).

Calculated values
* ΔE to the lowest compared entry with this formula, charge and spin: 0.859 eV
* energy: -21096.051 eV
* Kohn-Sham gap: 8.354 eV
* HOMO level: -7.60 eV
* SMILES string: CCCCCCCCCCCCn1ccc(=N)cc1

Geometry as XYZ:
```
49
C17H30N2, DFT ωB97M-V with the def2-TZVPD basis set
C 2.878 -3.360 -3.662
C 1.527 -2.705 -3.403
C 0.522 -3.701 -2.827
C -0.892 -3.133 -2.691
C -1.022 -1.942 -1.740
C -0.679 -2.279 -0.290
C -0.925 -1.088 0.632
C -0.603 -1.413 2.090
C -0.809 -0.219 3.025
C 0.312 0.813 2.906
C 0.046 2.095 3.696
C -1.033 2.987 3.064
N -0.689 3.379 1.719
C 0.255 4.342 1.504
C 0.713 4.643 0.277
C 0.243 3.939 -0.907
N 0.626 4.121 -2.115
C -0.766 2.942 -0.619
C -1.179 2.700 0.636
H 3.290 -3.763 -2.739
H 3.584 -2.636 -4.064
H 2.779 -4.175 -4.375
H 1.135 -2.299 -4.338
H 1.663 -1.873 -2.710
H 0.475 -4.570 -3.488
H 0.876 -4.053 -1.856
H -1.554 -3.931 -2.345
H -1.239 -2.823 -3.680
H -0.386 -1.124 -2.082
H -2.055 -1.587 -1.781
H 0.369 -2.571 -0.216
H -1.286 -3.127 0.038
H -1.973 -0.787 0.556
H -0.315 -0.249 0.291
H -1.247 -2.234 2.415
H 0.431 -1.756 2.168
H -0.852 -0.571 4.058
H -1.774 0.239 2.796
H 1.236 0.362 3.276
H 0.474 1.069 1.858
H -0.263 1.847 4.713
H 0.974 2.668 3.758
H -1.157 3.886 3.675
H -1.989 2.461 3.038
H 0.602 4.856 2.390
H 1.450 5.424 0.155
H 1.336 4.845 -2.212
H -1.178 2.396 -1.450
H -1.933 1.959 0.855
```